(1)
# C9H21N2O5PS

A 2-piece molecular cluster, C9H21N2O5PS overall at a distorted geometry (ωB97M-V with the def2-TZVPD basis set, the OMol25 dataset).

Each line ends with the Mulliken charge.
CARTESIAN COORDINATES (ANGSTROEM)
C: 0.6255 -0.0019 0.6158  -1.7347
H: 2.0570 0.1900 -1.5089  0.3344
N: 1.0407 2.3771 0.0491  0.4042
H: -2.2286 -7.1487 1.2904  0.2630
H: 0.6405 -0.6329 -0.2732  0.3069
H: -1.3515 2.6213 1.5918  0.3708
O: -0.3192 -3.8943 0.7233  -0.6809
O: -2.8011 -6.4426 0.9425  -0.5214
H: 0.0813 -0.5674 1.3727  0.3772
H: -0.0147 0.1892 -2.3030  0.3047
H: 2.9971 3.4842 -2.5477  0.4056
H: 1.9364 4.5084 -1.6019  0.3625
C: 2.5646 1.1509 -1.4832  -1.7724
O: -1.0681 -2.6146 2.7508  -0.6752
C: -0.0214 1.3784 0.3613  1.9392
S: -1.5605 -3.3577 1.3755  0.9683
H: -1.7309 2.1437 -0.7186  0.4127
C: 0.5241 2.2881 -2.3981  -1.2737
C: 1.6121 2.3521 -1.3205  1.7194
H: 3.2784 3.6642 -0.8173  0.4454
H: -0.0160 3.2406 -2.4381  0.3548
H: 3.3029 1.1248 -0.6799  0.3798
O: 0.5610 3.5771 0.2632  -0.6105
H: 0.9830 2.1582 -3.3826  0.3900
O: -2.2903 -2.4220 0.4735  -0.5770
C: -0.4805 1.1670 -2.1546  -0.4854
H: 1.6492 0.0946 0.9843  0.3009
N: -2.0756 -5.6115 3.4383  -0.4922
H: -1.2861 1.2308 -2.8913  0.3986
H: -1.6233 -6.5072 3.3201  0.2029
C: 2.5008 3.5761 -1.5798  -1.8441
H: -1.7121 0.4007 -0.5642  0.3244
H: -0.0531 1.8230 2.4981  0.4605
C: -1.0734 1.2674 -0.7520  -1.3144
H: -2.7089 -5.6049 4.2219  0.2283
H: -1.4453 0.9042 1.9179  0.4698
C: -0.7548 1.7112 1.6698  -1.8959
P: -2.8466 -5.0431 1.9827  0.3176
H: 3.1074 1.2251 -2.4280  0.4359

Properties
- Spin multiplicity: 2
- Electronic energy: -43014.9037 eV
- Charge: -1
- ⟨S²⟩: 0.75
- Kohn-Sham gap (spin up / spin down): 7.781 / 7.530 eV

***

(2)
# C9H21N2OS

An isolated ion of composition C9H21N2OS and charge +1 at a distorted geometry (ωB97M-V with the def2-TZVPD basis set, the OMol25 dataset).

Each line ends with the Mulliken charge.
CARTESIAN COORDINATES (ANGSTROEM)
S: 1.1128 -0.4793 -1.8015  0.1425
C: -1.1860 2.3898 -0.3310  0.2254
H: -2.5823 -0.5733 0.4247  0.2697
C: -0.7023 -0.9183 -1.8638  -0.3128
N: -1.0055 3.2036 0.9348  -0.5532
O: 3.3508 -0.9104 1.3137  -0.4271
C: 1.2398 1.1435 -0.8004  -0.4546
H: -0.4891 0.2720 1.4526  -0.3569
H: -2.0123 2.9382 -0.9954  0.2268
C: -1.7828 -1.4179 0.6278  -0.7278
H: 0.3877 -1.4905 1.6078  0.1852
C: 2.1461 -1.7109 -0.8473  -0.2236
H: -0.1112 2.1812 -2.4356  0.3141
C: -0.6094 -0.8788 1.6371  0.4503
H: -0.9132 -1.3611 -2.9488  0.4231
H: 2.7078 -2.3981 -1.6392  0.4780
H: -0.2495 -1.2061 3.6356  0.3031
C: -1.1915 -2.0615 -0.7973  -0.7440
H: -1.6549 1.3555 -0.0368  -0.3497
H: -0.0733 3.6723 0.9462  0.2498
C: 3.3750 -0.9056 -0.0480  -0.1379
H: 1.2704 0.9394 0.3514  0.3885
H: 4.2692 -0.3737 -0.5876  0.3415
H: 0.7061 3.3324 -1.1870  0.3718
H: 2.3133 1.5770 -1.0912  0.4530
N: -1.1391 -1.0310 3.0787  -0.7153
H: -1.4127 -0.0535 3.3635  0.2720
H: -2.3269 -2.3173 1.1911  0.3559
H: -1.4407 0.0000 -1.7563  0.2490
H: -1.1714 2.6371 1.8042  0.2603
H: 1.5829 -2.3132 -0.0181  0.1978
H: -0.4186 -2.9323 -0.6145  0.3215
H: -2.1415 -2.5884 -1.2930  0.3541
C: 0.1521 2.2790 -1.2766  -0.8305

Properties
- Electronic energy: -25523.6754 eV
- Relative energy (zero: lowest compared OMol25 entry of this formula, charge and spin): 62.4 kcal/mol
- Charge: +1
- Kohn-Sham gap: 8.183 eV

***

(3)
# C9H21N2P2

A 2-piece molecular cluster, C9H21N2P2 overall (ωB97M-V with the def2-TZVPD basis set, the OMol25 dataset).

Each line ends with the Mulliken charge.
CARTESIAN COORDINATES (ANGSTROEM)
H: -3.2266 -1.3017 0.0342  0.0470
C: -0.3302 -2.1152 1.3018  -0.7083
H: 2.1179 -0.7342 -1.6601  0.3890
N: 2.7128 1.6281 -0.3658  -0.0743
H: -3.6249 2.3174 0.5933  0.1329
C: 3.0546 0.2321 0.0202  -0.6627
H: -1.4771 -3.0681 -0.3895  0.5844
C: -0.8448 -2.2498 -0.0976  -0.8869
C: 0.5903 -0.3858 -0.1697  2.3322
C: 1.3545 2.0023 0.1188  -0.9026
H: 0.3847 1.1874 -1.6182  0.4123
C: 0.3422 1.0798 -0.5328  -0.8809
H: 1.3338 1.9008 1.2046  0.3626
H: 3.0561 0.1790 1.1095  0.3963
H: -4.0648 0.8237 1.8828  0.1437
C: 2.0376 -0.7355 -0.5720  -1.1450
H: 4.0587 -0.0028 -0.3396  0.4124
H: 1.1558 3.0425 -0.1429  0.4252
C: 0.3085 -0.7177 1.3104  -0.8304
H: 3.4191 2.2803 -0.0092  0.3622
H: 2.7060 1.6888 -1.3926  0.4073
H: 0.4105 -2.8998 1.4836  0.3225
H: -1.1080 -2.2238 2.0591  0.3852
H: -0.4101 0.0014 1.7109  0.1994
H: 2.2751 -1.7422 -0.2305  0.3791
H: -4.7124 -0.0224 -0.7076  0.1284
H: -2.5657 0.0131 -2.5206  0.2572
P: -2.9375 1.2670 1.1962  -0.1788
H: 1.2006 -0.6966 1.9344  0.2977
H: -0.6681 1.3617 -0.2369  0.0011
P: -3.3280 -0.0025 -0.4916  0.2352
H: -0.4949 -1.2393 -1.9580  0.5706
C: -0.3619 -1.3116 -0.8962  -1.3038
N: -2.3641 0.4435 -1.6285  -0.6102

Properties
- Electronic energy: -31223.6736 eV
- Relative energy (zero: lowest compared OMol25 entry of this formula, charge and spin): 0.0 kcal/mol
- Charge: +1
- Kohn-Sham gap: 8.439 eV